Here is 16 unconnected molecules or ions with the total composition C19H73N17O16 in a non-equilibrium geometry from the Open Molecules 2025 dataset. Energies are from ωB97M-V with the def2-TZVPD basis set.

Geometry as ORCA input:
```
! wB97M-V def2-TZVPD RIJCOSX def2/J DEFGRID3
* xyz 0 1
C 3.12 -1.01 2.47
O 2.43 -1.01 3.48
N 3.94 0.03 2.19
N 3.26 -2.04 1.58
H 4.50 -0.11 1.37
H 3.75 0.90 2.69
H 2.99 -2.99 1.73
H 3.56 -1.82 0.65
C -2.74 4.99 3.33
O -3.96 5.08 3.30
N -2.09 3.96 3.93
N -1.90 5.75 2.60
H -1.11 3.89 4.12
H -2.76 3.40 4.43
H -2.30 6.49 2.05
H -0.90 5.67 2.54
C -3.60 -0.36 4.19
O -2.90 0.66 4.10
N -4.28 -0.69 5.31
N -3.65 -1.25 3.22
H -4.37 0.12 5.89
H -4.66 -1.58 5.57
H -4.16 -2.12 3.28
H -3.18 -1.01 2.36
C -0.82 4.16 -2.59
O -1.53 3.49 -3.34
N -0.31 5.38 -2.89
N -0.39 3.70 -1.41
H 0.22 5.86 -2.18
H -0.38 5.70 -3.84
H 0.04 4.22 -0.66
H -0.75 2.78 -1.24
C -1.76 -5.66 -1.68
O -2.72 -6.34 -2.04
N -1.79 -4.29 -1.71
N -0.59 -6.19 -1.29
H -2.78 -4.10 -1.78
H -1.20 -3.59 -1.27
H -0.52 -7.19 -1.23
H 0.09 -5.58 -0.88
C 3.96 2.59 -1.72
O 3.98 3.38 -0.78
N 5.03 2.43 -2.53
N 2.88 1.91 -2.15
H 4.95 1.85 -3.34
H 5.88 2.89 -2.26
H 1.99 2.03 -1.70
H 2.91 1.20 -2.87
C 0.35 0.89 5.98
O 1.36 1.32 6.56
N -0.92 1.23 6.37
N 0.35 -0.01 4.99
H -1.62 1.21 5.64
H -0.89 1.77 7.21
H 1.20 -0.34 4.55
H -0.50 -0.48 4.74
C -0.09 -0.07 1.59
C -0.42 1.04 0.54
C -1.25 0.45 -0.64
O -0.41 -0.27 -1.54
C -1.03 -0.58 -2.77
N -1.34 1.98 1.25
H -0.85 -0.85 1.57
H 0.02 0.44 2.54
H 0.81 -0.63 1.33
H 0.48 1.55 0.19
H -1.81 1.16 -1.25
H -1.96 -0.29 -0.27
H -1.45 0.30 -3.26
H -1.88 -1.27 -2.74
H -0.29 -0.96 -3.47
H -0.78 2.15 2.08
H -2.17 1.54 1.62
C 1.56 3.45 3.42
C 3.01 3.51 3.95
C 3.31 4.64 5.00
O 4.70 4.57 5.22
C 5.15 5.64 6.02
N 3.35 2.21 4.49
H 1.53 2.69 2.65
H 1.26 4.42 3.01
H 0.76 3.25 4.13
H 3.53 3.97 3.11
H 2.65 4.60 5.88
H 3.22 5.57 4.43
H 4.86 6.67 5.77
H 6.23 5.67 6.15
H 4.74 5.66 7.03
H 2.72 1.97 5.26
H 4.29 2.36 4.84
C 1.32 -5.93 -4.92
C 0.03 -5.32 -5.46
C -1.21 -6.17 -5.18
O -1.11 -7.45 -5.76
C -2.05 -8.33 -5.23
N -0.16 -3.91 -5.17
H 1.82 -6.36 -5.77
H 1.23 -6.54 -4.02
H 1.97 -5.15 -4.50
H 0.21 -5.27 -6.54
H -2.11 -5.68 -5.56
H -1.18 -6.24 -4.08
H -3.09 -8.12 -5.52
H -1.84 -8.59 -4.20
H -1.94 -9.24 -5.84
H -0.30 -3.67 -4.20
H -0.81 -3.46 -5.80
O 0.12 -2.62 -0.30
H 0.13 -1.72 -0.68
H 0.96 -3.00 -0.57
O 1.26 -1.36 -5.25
H 0.65 -1.21 -5.97
H 1.14 -2.29 -5.02
O -1.45 -1.23 -5.94
H -1.58 -0.26 -5.95
H -1.85 -1.54 -6.75
O -3.86 -3.86 -4.12
H -3.53 -2.95 -4.18
H -3.08 -4.40 -4.28
O -4.35 2.57 0.26
H -3.72 2.83 -0.42
H -4.63 3.40 0.67
O -1.42 1.62 -5.68
H -0.66 2.09 -5.35
H -2.06 1.66 -4.96
*
```

- LUMO level (eV) = -0.15
- HOMO (Ha) = -0.33026

***

Here is a gas-phase ion, C4H10FN2O (charge +1) in a non-equilibrium geometry from the Open Molecules 2025 dataset. Energies are from ωB97M-V with the def2-TZVPD basis set.

Geometry as ORCA input:
```
! wB97M-V def2-TZVPD RIJCOSX def2/J DEFGRID3
* xyz 1 1
C -1.29 -0.84 -0.50
C -1.12 0.12 0.73
C 1.04 -1.29 -1.13
C 1.50 0.49 0.29
N -0.14 -1.74 -0.64
N 0.10 1.04 0.32
O 2.20 1.39 -0.53
F 2.04 -2.18 -0.98
H -2.10 -1.53 -0.13
H -1.51 -0.26 -1.46
H -2.08 0.70 0.88
H -0.83 -0.44 1.56
H 1.23 -0.81 -2.06
H 1.95 0.26 1.29
H -0.17 -2.76 -0.70
H -0.13 1.33 -0.68
H -0.01 2.01 0.82
H 3.06 1.16 -0.54
*
```

- relative energy (zero: lowest compared OMol25 entry of this formula, charge and spin) (eV) = 1.390
- LUMO level (eV) = -3.22
- HOMO (Ha) = -0.44468

***

Question: The lowest LUMO level belongs to which entry?
Answer: C4H10FN2O